16
Properties=species:S:1:pos:R:3:forces:R:3 method="wB97M-V/def2-TZVPD" orbital_gap_ev="6.143 / 9.050" spin_multiplicity=2 e_homo_ev="-6.51 / -9.48" fmax_ha_per_bohr=0.054
O -0.121491 -1.025115 -0.331709 -0.91 0.28 -0.71
C -0.984196 -1.114575 -1.181091 1.82 -0.16 1.95
O -2.047609 -1.807879 -1.227091 -0.19 -0.36 1.26
Pb -2.416948 -1.820262 -3.313403 -1.41 -0.71 -2.27
O -0.837901 -0.461014 -2.403726 0.77 1.29 -0.23
C 0.065180 0.656851 -2.506711 0.20 -0.04 -0.31
H 0.026175 0.963194 -3.556863 -0.06 -0.01 0.25
H -0.278941 1.475122 -1.862168 0.17 -0.32 -0.10
H 1.092586 0.353179 -2.273394 -0.39 0.04 0.17
C -0.244383 0.016624 3.380423 -0.03 -0.93 -0.52
C 0.834885 0.432617 2.768435 -0.20 0.25 -0.69
C 1.802553 0.871662 1.995962 -0.02 -0.08 0.66
H -0.183235 -0.600959 4.279604 0.00 0.51 -0.04
H -1.203767 -0.030482 2.826978 0.67 0.36 0.45
H 2.169662 1.896921 2.087025 -0.14 -0.30 -0.05
H 2.327430 0.194118 1.317728 -0.28 0.20 0.19